The following is a quantum chemistry calculation of a 10-piece molecular cluster, C27H79N5O10 overall, from the OMol25 dataset.

The geometry in XYZ format:
```
121
Properties=species:S:1:pos:R:3
C -3.106 -1.277 -4.862
C -3.687 -2.555 -4.276
C -3.621 -2.575 -2.771
O -5.059 -2.667 -4.677
H -2.032 -1.240 -4.669
H -3.615 -0.413 -4.432
H -3.186 -1.302 -5.952
H -3.026 -3.314 -4.715
H -3.983 -3.498 -2.308
H -4.360 -1.889 -2.342
H -2.635 -2.352 -2.366
H -5.099 -2.292 -5.562
C 1.997 -2.316 -0.960
C 3.495 -2.334 -1.374
C 3.767 -3.382 -2.449
O 2.918 -3.053 -3.564
C 2.980 -4.091 -4.534
N 3.813 -1.000 -1.887
H 1.790 -3.251 -0.426
H 1.305 -2.149 -1.782
H 1.834 -1.485 -0.268
H 4.059 -2.548 -0.463
H 3.478 -4.360 -2.057
H 4.811 -3.346 -2.770
H 2.200 -3.845 -5.255
H 2.900 -5.116 -4.163
H 3.951 -4.061 -5.049
H 3.576 -0.958 -2.873
H 3.234 -0.277 -1.478
C -5.955 -2.308 2.032
C -4.569 -1.704 2.274
C -4.437 -0.320 1.619
O -4.501 -0.492 0.222
C -4.479 0.767 -0.433
N -4.338 -1.515 3.720
H -6.683 -1.612 2.460
H -6.083 -3.274 2.521
H -6.182 -2.401 0.970
H -3.817 -2.412 1.902
H -3.456 0.076 1.911
H -5.221 0.274 2.102
H -4.136 0.562 -1.451
H -3.872 1.547 0.030
H -5.506 1.126 -0.570
H -4.517 -2.387 4.205
H -3.325 -1.322 3.726
C -0.720 2.460 -0.313
C -0.634 1.295 0.643
C -0.882 -0.031 -0.061
O -0.757 -1.067 0.905
C -1.181 -2.316 0.373
N 0.725 1.311 1.244
H -0.572 3.414 0.198
H -1.748 2.495 -0.688
H 0.045 2.377 -1.083
H -1.398 1.353 1.431
H -0.161 -0.184 -0.872
H -1.916 -0.031 -0.426
H -0.618 -2.659 -0.499
H -2.232 -2.230 0.081
H -1.048 -3.071 1.142
H 0.691 2.024 1.977
H 0.956 0.431 1.695
C 1.953 3.355 -4.240
C 3.440 3.571 -3.915
C 3.671 4.704 -2.922
O 3.068 5.865 -3.481
C 3.428 7.046 -2.836
N 3.976 2.327 -3.357
H 1.435 4.285 -4.490
H 1.468 2.988 -3.331
H 1.843 2.634 -5.048
H 3.901 3.860 -4.862
H 4.734 4.867 -2.728
H 3.130 4.508 -1.985
H 3.047 7.164 -1.811
H 3.022 7.868 -3.425
H 4.507 7.216 -2.718
H 3.718 1.503 -3.889
H 3.526 2.139 -2.457
C -1.098 -2.988 4.540
C -0.754 -1.530 4.847
C 0.732 -1.222 4.923
O 1.342 -1.369 3.646
C 2.706 -1.017 3.590
N -1.507 -0.691 3.874
H -0.731 -3.375 3.585
H -2.159 -3.228 4.533
H -0.595 -3.640 5.263
H -1.099 -1.346 5.871
H 1.274 -1.952 5.535
H 0.781 -0.189 5.290
H 3.269 -1.665 4.271
H 2.871 0.033 3.858
H 3.025 -1.203 2.565
H -0.992 0.198 3.907
H -1.199 -0.982 2.935
C 2.290 -4.590 3.162
O 1.966 -5.980 3.029
H 3.020 -4.309 2.400
H 1.425 -3.951 2.980
H 2.684 -4.484 4.174
H 1.029 -6.056 2.843
C 3.817 2.149 -0.048
O 2.671 1.711 -0.794
H 3.794 3.228 0.117
H 3.861 1.583 0.889
H 4.690 1.836 -0.620
H 1.940 1.676 -0.128
C 1.439 4.485 2.549
O 1.359 3.290 3.336
H 2.086 4.350 1.676
H 0.467 4.729 2.127
H 1.826 5.255 3.216
H 2.216 3.117 3.732
C -2.837 4.075 1.429
O -3.271 4.457 0.136
H -1.789 3.788 1.385
H -3.011 4.868 2.161
H -3.356 3.198 1.834
H -4.220 4.606 0.173
```

## Properties
Max |F| in eV Å⁻¹: 2.10
Spin multiplicity: 1
Highest occupied orbital energy in eV: -8.556
Relative energy (zero: lowest compared OMol25 entry of this formula, charge and spin) in eV: 0.389

Here are the Löwdin charges for atoms 1 to 99, given in e: number 1, C, carries -0.068; number 2, C, carries -0.500; number 3, C, carries -0.057; number 4, O, carries -0.044; number 5, H, carries 0.081; number 6, H, carries 0.083; number 7, H, carries 0.078; number 8, H, carries 0.131; number 9, H, carries 0.085; number 10, H, carries 0.077; number 11, H, carries 0.067; number 12, H, carries 0.077; number 13, C, carries -0.070; number 14, C, carries -0.402; number 15, C, carries -0.191; number 16, O, carries -0.207; number 17, C, carries -0.111; number 18, N, carries 0.054; number 19, H, carries 0.077; number 20, H, carries 0.074; number 21, H, carries 0.062; number 22, H, carries 0.128; number 23, H, carries 0.122; number 24, H, carries 0.128; number 25, H, carries 0.088; number 26, H, carries 0.084; number 27, H, carries 0.087; number 28, H, carries 0.064; number 29, H, carries 0.030; number 30, C, carries -0.059; number 31, C, carries -0.442; number 32, C, carries -0.214; number 33, O, carries -0.191; number 34, C, carries -0.102; number 35, N, carries 0.031; number 36, H, carries 0.080; number 37, H, carries 0.072; number 38, H, carries 0.073; number 39, H, carries 0.122; number 40, H, carries 0.105; number 41, H, carries 0.133; number 42, H, carries 0.081; number 43, H, carries 0.064; number 44, H, carries 0.094; number 45, H, carries 0.061; number 46, H, carries 0.009; number 47, C, carries -0.048; number 48, C, carries -0.395; number 49, C, carries -0.175; number 50, O, carries -0.218; number 51, C, carries -0.086; number 52, N, carries 0.080; number 53, H, carries 0.059; number 54, H, carries 0.079; number 55, H, carries 0.077; number 56, H, carries 0.125; number 57, H, carries 0.131; number 58, H, carries 0.113; number 59, H, carries 0.069; number 60, H, carries 0.073; number 61, H, carries 0.083; number 62, H, carries 0.054; number 63, H, carries 0.069; number 64, C, carries -0.059; number 65, C, carries -0.416; number 66, C, carries -0.192; number 67, O, carries -0.191; number 68, C, carries -0.140; number 69, N, carries 0.044; number 70, H, carries 0.071; number 71, H, carries 0.065; number 72, H, carries 0.073; number 73, H, carries 0.135; number 74, H, carries 0.127; number 75, H, carries 0.122; number 76, H, carries 0.084; number 77, H, carries 0.087; number 78, H, carries 0.085; number 79, H, carries 0.064; number 80, H, carries 0.017; number 81, C, carries -0.056; number 82, C, carries -0.391; number 83, C, carries -0.191; number 84, O, carries -0.226; number 85, C, carries -0.104; number 86, N, carries 0.053; number 87, H, carries 0.055; number 88, H, carries 0.064; number 89, H, carries 0.083; number 90, H, carries 0.139; number 91, H, carries 0.129; number 92, H, carries 0.127; number 93, H, carries 0.088; number 94, H, carries 0.084; number 95, H, carries 0.087; number 96, H, carries 0.082; number 97, H, carries 0.055; number 98, C, carries -0.151; number 99, O, carries -0.122